[1]
110
Properties=species:S:1:pos:R:3:mulliken_charge:R:1 method="wB97M-V/def2-TZVPD" total_energy_ev=-77328.028 total_charge=+1 homo_energy_ev=-10.26 e_lumo_ha=-0.1105
Sn 0.473 0.092 1.510 0.461
P -2.437 0.222 0.361 -0.294
P 2.578 0.390 -0.094 0.025
Si 0.000 2.515 0.997 0.463
N 0.742 -1.668 2.100 0.035
C 2.228 0.241 -1.906 1.799
C -1.893 3.968 -2.325 -0.901
C 6.402 -1.347 0.598 -1.072
C -3.581 -1.586 -1.662 -0.712
C 1.417 1.450 -2.384 -0.688
C 0.943 1.269 -3.825 -0.344
C 1.780 3.011 0.628 0.800
C -0.598 3.376 2.525 -1.415
C -3.541 -3.079 -2.050 -0.977
C -6.249 -0.495 1.887 -0.862
C -2.948 1.852 -1.895 -0.648
C 5.988 -2.817 0.629 -0.758
C -4.191 0.502 0.841 -0.082
C -4.722 -0.625 1.732 -0.731
C 4.019 -0.629 0.435 0.320
C -2.103 -3.629 -2.083 -0.838
C -0.251 -3.795 2.570 -1.557
C 3.363 4.831 1.014 -1.068
C -2.156 1.651 -0.762 1.240
C 2.064 4.345 0.950 -0.775
C 3.562 -2.106 0.429 -0.154
C -1.095 -1.409 -1.424 0.865
C 4.417 3.966 0.786 -0.884
C 2.121 1.008 -4.761 -0.998
C 4.573 -2.973 1.180 -0.918
C 2.937 -0.185 -4.272 -0.848
C 0.948 -2.525 4.365 -1.735
C -1.294 -1.756 3.565 -1.701
C 4.165 2.645 0.443 -0.864
C -6.703 0.973 1.823 -0.696
C -1.087 3.780 -1.214 -0.351
C -5.634 1.888 2.416 -0.820
C -1.201 2.629 -0.425 0.477
C -1.110 -2.538 -2.475 -1.016
C -2.441 -1.299 -0.685 0.834
C 2.865 2.153 0.320 0.418
C 5.404 -0.534 -0.234 -0.490
C 0.031 -2.400 3.144 1.644
C -4.352 1.854 1.560 -0.528
C -2.817 2.993 -2.672 -1.036
C 3.422 -0.004 -2.831 -0.551
H -6.884 1.267 0.784 0.266
H 0.386 2.155 -4.136 0.481
H 1.760 0.822 -5.773 0.460
H 3.798 -0.354 -4.921 0.450
H 6.440 -0.952 1.620 0.378
H -3.442 -0.977 -2.560 0.358
H 1.898 -2.979 4.076 0.295
H 4.261 -4.017 1.135 0.417
H 4.127 -0.323 1.484 0.674
H 4.563 -2.680 2.236 0.372
H 1.152 -1.537 4.784 0.324
H -0.933 -3.722 1.717 0.113
H -1.930 -1.612 2.688 0.404
H 6.692 -3.400 1.224 0.403
H 0.553 1.607 -1.738 -0.821
H -4.008 -3.202 -3.028 0.447
H 5.365 -0.981 -1.225 0.095
H -3.693 1.115 -2.167 0.356
H 4.119 0.840 -2.775 0.389
H -6.001 2.912 2.490 0.458
H 2.038 2.350 -2.316 0.797
H 0.485 -3.144 5.138 0.434
H 5.440 4.309 0.874 0.452
H 7.402 -1.240 0.174 0.433
H -2.461 -2.085 0.083 0.226
H -1.800 4.869 -2.918 0.413
H 2.758 1.898 -4.805 0.361
H -3.484 2.035 2.202 -0.312
H -7.651 1.096 2.348 0.466
H -0.962 4.379 2.281 0.443
H 3.545 5.866 1.275 0.437
H 0.677 -4.259 2.232 0.372
H -0.707 -4.435 3.329 0.438
H -6.549 -0.935 2.839 0.417
H 1.249 5.025 1.183 0.392
H -1.838 -2.373 4.285 0.586
H -1.382 -2.135 -3.455 0.465
H -1.427 2.828 2.977 0.335
H -4.559 -1.338 -1.247 0.190
H 3.480 -2.448 -0.611 0.228
H -0.345 4.537 -0.969 0.371
H -0.300 -1.596 -0.694 -0.486
H 6.026 -3.215 -0.392 0.322
H 2.579 -2.202 0.894 -0.131
H -5.411 1.559 3.435 0.344
H -1.107 -0.779 4.027 0.274
H -1.825 -4.019 -1.099 0.208
H 0.207 3.466 3.256 0.445
H 0.250 0.420 -3.877 -0.001
H -4.138 -3.658 -1.342 0.324
H -6.749 -1.068 1.103 0.304
H 3.955 -0.904 -2.534 0.155
H 5.759 0.485 -0.371 0.505
H -4.769 0.521 -0.089 0.560
H -4.233 -0.550 2.708 0.370
H 1.581 -0.644 -1.964 -0.455
H -4.369 2.658 0.821 0.373
H -0.108 -2.959 -2.578 0.543
H 2.316 -1.087 -4.322 0.293
H -3.445 3.126 -3.545 0.451
H -4.469 -1.610 1.332 0.327
H -0.877 -0.454 -1.913 -0.719
H -2.043 -4.470 -2.774 0.519
H 5.007 1.993 0.277 0.139

[2]
117
Properties=species:S:1:pos:R:3:mulliken_charge:R:1 method="wB97M-V/def2-TZVPD" total_energy_ev=-153572.893 total_charge=-1 spin_multiplicity=6 relative_energy_kcal_mol=11.9 homo_energy_ev="-3.54 / -4.48" e_lumo_ha="0.0931 / 0.0750"
Ru 0.167 -0.083 0.237 1.819
As -0.695 -2.257 -1.288 0.183
Si 0.118 -4.440 -1.671 0.818
Si 1.809 -1.791 2.743 0.232
Si -1.153 -1.511 -3.489 0.391
Si -2.829 -2.749 -0.400 0.887
Si 3.393 0.884 1.885 0.428
F -1.799 -0.845 0.780 -0.748
N 2.785 -1.570 -1.268 1.409
N 2.312 0.628 -1.531 1.481
N -0.344 0.882 2.307 1.373
C 0.095 2.088 4.721 -1.072
C 1.914 -4.451 -2.203 -1.108
C -3.963 2.631 0.384 0.661
C 0.854 0.728 2.881 -1.462
C -1.056 5.035 0.186 0.340
C -0.721 -5.551 -2.913 -1.231
C -0.569 1.650 -0.735 -1.057
C 2.450 1.797 -2.153 -0.354
C 4.189 0.945 -3.524 -0.799
C -2.845 -3.400 1.340 -1.226
C -1.123 2.261 4.073 -1.096
C 0.006 -5.296 -0.008 -0.900
C 3.375 2.016 -3.155 -0.816
C 2.504 -3.106 1.600 -0.317
C -1.762 -2.785 -4.715 -1.193
C -5.342 2.571 0.519 -1.057
C 0.256 5.142 -0.297 -0.491
C 2.838 -1.974 4.313 -1.314
C -4.048 -1.381 -0.698 -0.789
C 1.829 -0.079 2.065 1.857
C 4.049 -0.277 -2.908 -1.258
C -5.508 4.886 -0.078 -0.750
C -2.378 -0.119 -3.441 -0.875
C -1.301 1.617 2.866 -0.707
C 3.075 -0.397 -1.904 -0.461
C -4.129 4.949 -0.213 -0.331
C 0.434 -0.860 -4.202 -0.613
C 1.080 1.313 4.140 -0.902
C 0.582 7.229 0.864 -0.468
C 0.062 -2.284 3.179 -0.655
C -1.213 2.690 -0.509 0.307
C 1.059 6.220 0.034 -0.461
C -1.515 6.050 1.036 -0.395
C -3.329 3.824 0.024 0.040
C -0.709 7.130 1.367 -0.793
C -3.547 -4.205 -1.381 -1.272
C -1.864 3.849 -0.134 0.249
C 4.705 0.009 0.847 -1.135
C -6.124 3.698 0.295 -0.473
C 2.964 2.579 1.193 -0.862
C 4.348 1.272 3.472 -1.492
H 2.508 -1.273 5.085 0.280
H 2.583 -4.283 -1.358 0.270
H -4.770 -1.379 0.125 0.395
H 2.594 -4.048 2.149 0.618
H -2.502 5.972 1.472 0.544
H -1.914 2.869 4.492 0.490
H 2.027 2.535 0.634 -0.165
H -3.803 -3.906 1.504 0.438
H 2.017 1.143 4.648 0.572
H 3.498 -2.838 1.232 0.405
H -1.800 -5.623 -2.799 0.303
H -3.360 1.750 0.559 -0.344
H -7.200 3.649 0.403 0.386
H -2.050 -4.128 1.519 0.230
H 1.241 -1.596 -4.164 0.179
H 2.124 -3.693 -2.960 0.166
H 5.617 -0.107 1.438 0.587
H 2.138 -5.436 -2.626 0.456
H 3.869 2.039 4.081 0.371
H -0.287 -6.545 -2.756 0.395
H -3.411 -0.472 -3.450 0.319
H 3.741 2.968 0.527 0.514
H 4.929 1.069 -4.306 0.406
H -2.724 -2.582 2.045 0.294
H 0.815 -6.024 0.102 0.497
H 3.453 2.983 -3.631 0.484
H 1.209 8.072 1.122 0.378
H -4.595 -1.534 -1.633 0.402
H -0.651 -2.007 2.397 -0.365
H -2.233 0.503 -2.554 -0.110
H 0.266 -0.581 -5.247 0.544
H 5.334 1.652 3.184 0.395
H -3.564 -0.411 -0.729 -0.302
H -2.215 0.510 -4.322 0.445
H 4.393 -0.981 0.522 0.188
H 0.636 4.349 -0.928 0.576
H -6.105 5.768 -0.277 0.361
H 0.272 2.554 5.684 0.420
H 4.657 -1.129 -3.185 0.526
H -0.004 -3.365 3.343 0.524
H 0.079 -4.584 0.816 -0.187
H -0.946 -5.823 0.097 0.350
H 2.752 -2.987 4.721 0.347
H 4.501 0.388 4.096 0.342
H 0.759 0.025 -3.655 -0.190
H -0.506 -5.248 -3.936 0.329
H 3.460 -2.313 -1.258 0.556
H 2.254 -1.418 -0.413 -1.534
H -1.090 7.892 2.036 0.383
H 2.070 6.267 -0.352 0.383
H 1.848 -3.280 0.743 -0.812
H -2.234 1.674 2.319 0.364
H -3.162 -5.167 -1.029 0.299
H -5.804 1.633 0.800 0.414
H -3.358 -4.140 -2.453 0.119
H -3.665 5.872 -0.535 0.568
H -0.953 -3.449 -5.019 0.257
H -2.097 -2.237 -5.602 0.367
H 2.827 3.299 2.005 0.369
H -0.254 -1.783 4.100 0.395
H 4.956 0.587 -0.046 0.307
H 3.897 -1.781 4.116 0.283
H -2.592 -3.399 -4.365 0.317
H -4.633 -4.209 -1.236 0.468
H 1.768 2.576 -1.832 -0.110

[3]
118
Properties=species:S:1:pos:R:3:mulliken_charge:R:1 method="wB97M-V/def2-TZVPD" total_energy_ev=-134399.227 total_charge=-2 relative_energy_kcal_mol=16.2 homo_energy_ev=-1.26 e_lumo_ha=0.1296
Cs 0.023 -0.888 -0.361 0.922
Se 1.034 1.597 1.597 0.298
P -2.758 -4.587 1.024 0.221
O -2.289 -3.204 0.817 -0.486
O 0.463 -2.134 3.888 -0.489
O -1.558 0.887 0.378 -1.040
O 2.796 -0.448 0.506 -1.100
N -0.241 -2.202 -3.903 -0.690
N -4.416 -4.664 1.071 0.409
N -2.318 -5.278 2.479 0.323
N 1.710 -3.545 1.932 0.030
N -2.228 -5.600 -0.165 0.629
C 1.551 -2.949 4.246 -0.874
C 3.849 0.691 -1.331 -0.793
C -1.509 2.161 0.423 1.101
C 2.498 -5.642 1.116 -0.760
C 3.306 4.336 -2.518 2.399
C -1.034 -5.332 -0.944 -0.710
C -2.503 3.055 -0.084 -0.500
C -5.013 3.077 -0.056 -1.735
C 5.489 -0.322 -2.998 -2.403
C 3.785 5.476 -1.608 -1.526
C -5.215 -5.639 1.767 -1.155
C -3.902 1.100 -1.036 -2.277
C -3.771 2.613 -0.832 2.325
C -0.324 -2.606 -2.812 -0.219
C -2.238 7.316 0.304 -2.246
C -0.362 2.788 1.041 -0.594
C 3.954 1.890 -2.032 -0.321
C -1.077 6.527 0.908 2.246
C -0.263 4.148 1.211 0.051
C -2.765 -6.929 -0.331 -1.130
C 1.920 4.696 -3.072 -1.527
C 5.556 -0.994 -0.613 -1.978
C -1.096 -6.078 2.486 -1.321
C 3.220 3.035 -1.722 -0.806
C -0.993 6.879 2.400 -1.880
C 4.629 -0.557 -1.755 2.951
C -3.798 3.257 -2.228 -1.765
C -2.356 -4.359 3.617 -1.099
C -2.328 4.428 0.093 -0.391
C 2.219 1.791 0.085 0.764
C 2.348 2.953 -0.638 0.827
C -5.106 -4.008 -0.026 -1.092
C 3.643 -1.690 -2.077 -1.366
C 2.967 0.608 -0.205 -0.498
C 2.022 -4.349 0.924 -0.427
C -1.247 5.020 0.735 -0.216
C 2.334 -5.251 3.473 -0.826
C 2.653 -6.092 2.418 -0.332
C 0.216 6.987 0.219 -1.663
C 1.863 -3.974 3.178 0.923
C 4.273 4.235 -3.696 -2.412
H 2.461 -2.352 4.407 0.312
H 1.889 -3.947 -0.076 0.469
H -0.211 -5.498 2.202 0.588
H -1.489 -3.691 3.626 0.301
H 5.292 4.019 -3.367 0.384
H 1.306 -3.443 5.190 0.394
H 0.618 4.533 1.717 0.258
H 4.287 5.186 -4.238 0.464
H -2.918 2.960 -2.802 0.357
H -6.056 -5.149 2.271 0.327
H 2.433 -5.566 4.504 0.439
H -5.424 -4.736 -0.784 0.284
H -5.639 -6.385 1.078 0.339
H -0.235 -6.034 -0.670 0.191
H -2.073 8.386 0.460 0.453
H -3.086 0.692 -1.629 0.406
H -1.249 -5.430 -2.012 0.429
H -1.176 -6.934 1.819 0.186
H 1.564 3.911 -3.741 0.352
H -4.454 -3.273 -0.493 0.274
H -3.251 -3.740 3.568 0.381
H 1.956 5.640 -3.629 0.443
H -0.151 6.376 2.877 0.325
H -3.104 -7.087 -1.362 0.290
H -5.037 4.162 0.067 0.279
H 6.073 -1.922 -0.883 0.442
H -3.811 4.347 -2.179 0.324
H -0.935 -6.454 3.499 0.415
H 3.065 -1.920 -1.185 -0.069
H 3.012 -7.097 2.611 0.347
H 3.977 3.453 -4.397 0.387
H -4.844 0.913 -1.567 0.474
H -0.867 7.959 2.537 0.448
H 1.087 6.480 0.636 0.288
H 2.734 -6.261 0.262 0.472
H 3.108 5.617 -0.765 0.101
H 4.978 -1.154 0.295 0.360
H -3.100 5.077 -0.304 0.117
H 6.310 -0.225 -0.422 0.370
H 1.735 3.806 -0.365 -0.304
H -1.900 6.564 2.918 0.397
H -3.612 -7.100 0.331 0.263
H -5.030 2.629 0.939 0.362
H -5.923 2.774 -0.585 0.465
H 4.624 1.924 -2.881 0.396
H 2.945 -1.402 -2.865 0.374
H -2.387 -4.937 4.545 0.312
H -2.328 7.143 -0.770 0.368
H 0.184 6.757 -0.847 0.270
H 0.657 -1.822 2.990 0.292
H -5.991 -3.484 0.347 0.357
H -3.902 0.557 -0.095 0.440
H 3.840 6.421 -2.160 0.456
H 6.008 -1.251 -3.249 0.448
H 4.182 -2.584 -2.409 0.517
H -2.010 -7.699 -0.114 0.395
H 1.185 4.801 -2.273 0.124
H -3.191 7.049 0.767 0.410
H 4.775 5.249 -1.205 0.352
H -4.616 -6.152 2.516 0.343
H 6.246 0.451 -2.835 0.411
H -0.703 -4.304 -0.815 -0.017
H 0.362 8.066 0.339 0.528
H 4.889 -0.032 -3.862 0.403
H -4.688 2.931 -2.775 0.461

[4]
127
Properties=species:S:1:pos:R:3:mulliken_charge:R:1 method="wB97M-V/def2-TZVPD" total_energy_ev=-79839.050 total_charge=+1 relative_energy_kcal_mol=0.0 homo_energy_ev=-9.19 e_lumo_ha=-0.1853
O -2.503 -4.780 2.844 -0.497
O 4.019 0.480 6.496 -0.536
O 2.736 -2.841 -3.488 -0.480
O -0.304 -0.620 -1.241 -0.158
O -1.775 -2.161 4.829 -0.504
O 2.546 0.410 5.001 -0.532
O 0.705 -2.916 -3.570 -0.342
O -0.042 -2.415 5.966 -0.508
O -2.752 -6.839 2.592 -0.579
N -2.211 -5.819 2.298 0.998
N 1.754 -3.248 -4.054 0.731
N -0.373 -0.315 -0.011 1.743
N 4.544 -6.600 0.252 -0.097
N 2.465 0.780 -6.022 -0.128
N 3.227 -0.100 5.854 0.844
N -0.041 7.369 -3.699 -0.050
N -1.068 8.071 2.409 0.080
N -3.014 -4.615 -1.311 0.147
N -5.569 0.894 0.544 0.109
N 3.869 2.482 0.584 0.099
N -1.017 -2.938 5.384 0.917
C -5.549 0.498 -0.748 -0.703
C 1.824 -4.076 -5.292 -0.848
C -5.172 1.575 -1.498 -0.087
C -2.345 -3.502 -1.660 -1.111
C -0.494 5.165 -3.177 0.203
C 2.795 -5.217 -0.679 -0.011
C 1.405 -2.072 0.024 -1.338
C -5.086 2.133 0.711 -0.438
C -0.017 1.725 1.464 -0.489
C -1.370 -4.287 5.752 -0.720
C -4.833 2.810 -0.691 -0.375
C 2.984 -1.547 6.276 -0.580
C -1.122 6.950 3.016 -0.568
C -0.958 1.954 -0.774 -2.031
C -2.427 0.768 0.933 -1.730
C 2.981 2.545 -1.596 -0.528
C -0.897 -5.989 1.648 -0.478
C 0.347 6.046 -4.046 -0.791
C 1.401 -0.257 1.800 -0.049
C 3.198 -6.623 -0.245 -0.785
C -0.419 -2.158 1.647 -0.607
C 0.635 0.798 2.493 -2.375
C -4.098 -4.371 -0.503 -1.145
C 1.854 2.022 -6.334 -0.451
C 0.523 2.335 -5.701 -0.765
C 2.496 3.770 -0.832 0.195
C -0.676 5.827 2.123 -0.120
C 1.680 0.244 -4.957 -0.998
C -4.117 -2.773 -0.276 -0.453
C 5.113 -5.299 0.189 -0.695
C -0.967 0.936 0.457 1.458
C -2.980 -2.233 -1.220 0.274
C 3.759 1.718 -0.573 -0.385
C 0.519 1.160 -4.683 0.442
C -0.188 6.521 0.860 -0.058
C 4.135 -4.372 -0.369 -0.178
C -1.423 5.990 -2.416 -0.620
C 0.502 -1.172 0.852 1.026
C -0.491 7.952 1.116 -0.882
C -1.082 7.478 -2.787 -0.655
C 3.145 3.725 0.520 -1.252
H -4.964 2.378 1.905 0.336
H -5.899 -0.494 -1.186 0.381
H -1.116 -6.379 0.574 0.192
H -0.509 3.998 -3.160 0.177
H 1.412 -3.282 -5.929 0.355
H 2.299 0.246 1.267 -0.028
H 2.060 -2.864 0.699 0.462
H 2.347 -1.463 7.126 0.260
H -1.413 8.952 2.640 0.175
H 2.049 -1.564 -0.753 0.447
H -2.649 -5.576 -1.475 0.306
H 3.906 -1.929 6.469 0.348
H 1.316 1.310 3.072 0.928
H 3.228 0.246 -6.558 0.288
H 1.160 5.838 -4.661 0.476
H 2.630 2.146 -2.560 0.508
H -0.800 4.711 2.175 0.076
H 1.831 -0.475 -4.267 0.752
H -5.923 0.286 1.256 0.261
H 4.038 -3.367 -0.834 0.338
H 2.764 -4.349 -5.520 0.316
H -1.045 -1.503 2.470 -0.215
H 3.198 4.471 1.148 0.702
H -0.481 -6.851 2.075 0.443
H -0.740 -4.734 6.447 0.377
H -0.264 3.194 -5.778 0.356
H -4.916 -2.423 0.292 0.587
H 0.971 -3.004 -0.618 -0.334
H 1.168 -4.951 -5.150 0.282
H -1.152 2.892 -0.266 0.415
H -2.650 1.670 1.470 0.380
H -1.385 8.401 -2.331 0.451
H 0.857 2.045 0.892 -0.117
H 6.159 -5.314 0.482 0.396
H 2.654 -1.946 5.294 0.156
H 2.457 2.576 -7.051 0.433
H -2.284 -0.076 1.582 0.088
H -2.180 5.967 -1.698 0.572
H 1.893 -4.839 -1.166 0.482
H 4.331 0.681 -0.664 0.307
H 1.734 -0.832 2.788 0.016
H -2.728 -1.089 -1.578 0.251
H -0.428 -5.033 1.703 -0.015
H -1.658 1.545 -1.547 0.217
H -2.937 0.501 0.166 0.536
H 0.168 -2.890 2.146 0.772
H 2.695 -7.662 -0.188 0.301
H 4.399 2.283 1.304 0.080
H 0.541 8.141 -4.163 0.262
H -4.487 3.820 -1.103 0.400
H -0.446 2.536 1.888 0.832
H -0.321 0.874 -3.765 0.065
H -0.003 1.852 -1.218 0.724
H -0.205 8.801 0.440 0.343
H 5.080 -7.546 0.716 0.326
H 1.816 4.541 -1.366 0.287
H -0.034 0.401 3.162 0.631
H -5.057 1.688 -2.812 0.218
H -1.301 -4.861 4.825 0.120
H -1.131 -2.811 0.912 -0.495
H -2.512 -4.269 5.904 0.322
H -1.493 -3.518 -2.355 0.616
H -1.378 6.987 4.092 0.360
H -4.782 -5.061 -0.245 0.583
H 0.335 5.994 0.100 0.578